No. 1
Molecular formula: C14H36ClIOP3V
Method: DFT, ωB97M-V/def2-TZVPD

Its HOMO energy (alpha / beta) is -15.17 / -15.14 eV. The calculation puts the total energy at -91311.091 eV. The expectation value of S² is 2.06. For the LUMO energy (alpha / beta), the calculation gives -8.459 / -7.971 eV.

The geometry in ORCA input format:
```
! RIJCOSX wB97M-V def2-TZVPD def2/J DEFGRID3
* xyz 2 3
C 1.207 0.354 -2.274
C 0.924 -1.117 -2.234
H 0.558 0.732 -3.068
H 2.265 0.525 -2.553
H 0.909 1.012 -1.387
O -0.084 -1.594 -2.783
I 0.647 -2.298 0.823
V 1.030 0.528 0.458
P 0.843 2.176 2.049
C -0.625 3.032 2.704
C 1.921 1.989 3.492
H 1.836 2.875 4.126
H 1.764 4.391 1.790
H 2.948 1.863 3.136
H 2.668 3.185 0.823
H -1.033 2.458 3.550
H 1.634 1.099 4.061
C 1.678 3.526 1.128
H -0.300 4.021 3.045
H 1.085 3.789 0.246
H -1.387 3.157 1.925
P 2.321 -2.164 -1.440
C 1.378 -3.628 -1.973
C 3.550 -1.998 -2.796
H 4.323 -2.176 0.112
H 4.146 -3.688 -0.809
H 3.140 -3.398 0.620
C 3.598 -2.913 -0.247
H 4.311 -1.250 -2.540
H 4.015 -2.989 -2.876
H 2.093 -4.222 -2.531
H 0.559 -3.267 -2.613
H 3.037 -1.742 -3.732
H 0.968 -4.159 -1.113
Cl 3.331 0.381 0.697
C -2.473 -2.481 -0.226
C -2.331 -1.084 -0.821
P -1.416 0.202 0.153
C -1.861 1.722 -0.794
C -3.320 2.166 -0.797
C -2.428 0.327 1.678
C -3.866 -0.168 1.594
H -2.247 -2.559 0.837
H -3.489 -2.854 -0.363
H -1.837 -3.190 -0.755
H -1.812 -1.139 -1.788
H -3.295 -0.619 -1.065
H -1.231 2.538 -0.412
H -1.521 1.488 -1.811
H -3.678 2.366 0.221
H -3.417 3.099 -1.366
H -3.976 1.425 -1.278
H -1.875 -0.205 2.467
H -2.440 1.372 1.995
H -3.981 -1.005 0.910
H -4.228 -0.514 2.568
H -4.530 0.622 1.235
*
```

Okay, here come the Mulliken numbers, in e, for every atom: C -0.79; C 0.74; H 0.44; H 0.45; H -0.10; O -0.53; I -0.04; V -0.23; P 1.16; C -1.32; C -1.16; H 0.43; H 0.49; H 0.40; H 0.43; H 0.40; H 0.40; C -1.37; H 0.54; H 0.36; H 0.32; P 0.65; C -1.30; C -1.63; H 0.39; H 0.43; H 0.46; C -1.07; H 0.38; H 0.57; H 0.50; H 0.38; H 0.41; H 0.47; Cl -0.43; C -1.73; C -0.76; P 1.10; C -0.36; C -1.37; C -0.35; C -1.28; H 0.46; H 0.47; H 0.25; H 0.64; H 0.53; H 0.15; H 0.31; H 0.28; H 0.44; H 0.34; H 0.43; H 0.30; H 0.25; H 0.39; H 0.29

=====

No. 2
Molecular formula: C14H36FeN3O5
Method: DFT, ωB97M-V/def2-TZVPD

Its HOMO energy (alpha / beta) is -15.36 / -15.36 eV. The calculation puts the total energy at -64180.629 eV. The expectation value of S² is 8.76. For the LUMO energy (alpha / beta), the calculation gives -5.378 / -8.637 eV.

The geometry in ORCA input format:
```
! RIJCOSX wB97M-V def2-TZVPD def2/J DEFGRID3
* xyz 2 6
Fe 0.925 -0.550 0.317
C 2.275 -4.519 0.196
C 1.862 -3.058 0.422
O 2.598 -2.095 0.381
O 0.656 -2.680 0.575
H 1.469 -5.087 -0.269
H 2.213 -5.046 1.148
H 3.193 -4.686 -0.367
C -0.139 -1.349 4.290
C -0.487 -0.501 3.074
C -1.403 0.621 3.528
O -1.769 1.270 2.377
C -2.519 2.460 2.528
N 0.774 -0.069 2.398
H 0.616 -2.106 4.079
H -1.057 -1.804 4.664
H 0.317 -0.755 5.082
H -1.069 -1.209 2.483
H -0.961 1.274 4.281
H -2.349 0.240 3.912
H -1.962 3.287 2.968
H -3.484 2.196 2.961
H -2.868 2.779 1.545
H 1.310 -0.840 2.770
H 1.235 0.664 2.918
C 3.590 2.176 -1.593
C 2.448 1.258 -1.303
C 2.444 -0.058 -2.049
O 1.230 -0.797 -1.756
C 0.919 -1.684 -2.775
N 2.184 1.087 0.161
H 3.336 3.227 -1.454
H 3.808 2.231 -2.659
H 4.499 1.886 -1.064
H 1.532 1.731 -1.657
H 3.413 -0.496 -1.809
H 2.615 0.173 -3.100
H 1.594 -2.534 -2.878
H 0.943 -1.182 -3.742
H -0.090 -1.997 -2.507
H 3.106 0.923 0.539
H 2.126 2.020 0.544
C -3.143 -0.649 -0.078
C -2.133 -0.214 -1.133
C -2.652 0.951 -2.099
O -1.701 1.276 -3.073
C -1.930 2.449 -3.830
N -0.996 0.376 -0.430
H -3.622 0.089 0.565
H -2.742 -1.534 0.416
H -3.998 -0.993 -0.660
H -1.698 -0.985 -1.768
H -2.969 1.762 -1.443
H -3.536 0.712 -2.690
H -1.443 3.270 -3.303
H -2.998 2.661 -3.860
H -1.427 2.355 -4.792
H -1.405 1.076 0.173
H -0.676 0.997 -1.159
*
```

Okay, here come the Mulliken numbers, in e, for every atom: Fe 0.84; C -1.22; C 0.93; O -0.60; O -0.69; H 0.38; H 0.37; H 0.35; C -1.62; C 0.82; C -1.06; O -0.23; C -0.96; N -0.17; H 0.51; H 0.43; H 0.42; H -0.26; H 0.45; H 0.44; H 0.32; H 0.39; H 0.29; H 0.28; H 0.36; C -1.58; C 0.34; C -1.01; O 0.42; C -0.97; N -0.32; H 0.44; H 0.41; H 0.43; H 0.04; H 0.38; H 0.63; H 0.30; H 0.36; H 0.29; H 0.34; H 0.40; C -1.35; C 0.41; C -1.06; O -0.32; C -0.79; N 0.30; H 0.22; H 0.34; H 0.51; H -0.01; H 0.48; H 0.58; H 0.30; H 0.37; H 0.25; H 0.00; H 0.11

=====

No. 3
Molecular formula: C14H36N3O5Tl
Method: DFT, ωB97M-V/def2-TZVPD

Its HOMO energy is -15.10 eV. The calculation puts the total energy at -34482.782 eV. For the LUMO energy, the calculation gives -11.372 eV.

The geometry in ORCA input format:
```
! RIJCOSX wB97M-V def2-TZVPD def2/J DEFGRID3
* xyz 2 1
Tl -0.509 0.932 -0.146
C -3.788 -2.854 -1.141
C -2.342 -2.491 -1.101
O -1.924 -1.490 -0.425
O -1.506 -3.136 -1.731
H -3.991 -3.689 -1.813
H -4.363 -2.039 -1.593
H -4.188 -3.083 -0.155
C -5.477 1.248 0.469
C -4.038 1.053 -0.068
C -3.937 1.737 -1.435
O -2.633 1.574 -1.956
C -2.510 1.961 -3.322
N -3.069 1.646 0.854
H -5.809 0.365 1.006
H -6.110 1.344 -0.419
H -5.626 2.172 1.025
H -3.870 -0.009 -0.252
H -4.230 2.790 -1.418
H -4.590 1.128 -2.069
H -3.009 2.921 -3.475
H -2.885 1.224 -4.033
H -1.458 2.141 -3.542
H -3.389 2.593 1.060
H -3.149 1.223 1.781
C 3.767 3.356 1.314
C 2.673 2.634 0.553
C 3.337 1.575 -0.330
O 2.335 0.871 -1.040
C 2.958 0.036 -2.006
N 1.767 1.901 1.481
H 3.432 3.806 2.252
H 4.223 4.147 0.719
H 4.586 2.718 1.661
H 2.035 3.275 -0.057
H 3.864 0.889 0.345
H 4.069 2.087 -0.959
H 3.728 -0.619 -1.575
H 3.436 0.630 -2.786
H 2.270 -0.667 -2.481
H 1.245 2.544 2.077
H 2.375 1.484 2.191
C 0.034 -2.468 2.082
C 1.275 -1.741 1.604
C 2.499 -2.663 1.674
O 3.624 -1.866 1.437
C 4.765 -2.623 1.016
N 1.016 -1.311 0.235
H -0.068 -2.716 3.137
H -0.078 -3.390 1.501
H -0.890 -1.910 1.895
H 1.515 -0.893 2.252
H 2.372 -3.392 0.852
H 2.565 -3.261 2.589
H 4.994 -3.368 1.783
H 5.597 -1.933 0.932
H 4.537 -3.165 0.095
H 0.713 -2.177 -0.227
H 1.829 -1.051 -0.319
*
```

Okay, here come the Mulliken numbers, in e, for every atom: Tl 1.30; C -1.03; C 0.75; O -0.46; O -0.45; H 0.35; H 0.25; H 0.31; C -1.35; C 0.75; C -0.95; O -0.17; C -0.81; N -0.36; H 0.39; H 0.39; H 0.38; H -0.35; H 0.47; H 0.43; H 0.33; H 0.29; H 0.26; H 0.29; H 0.29; C -1.51; C 0.10; C -0.57; O -0.16; C -1.16; N -0.47; H 0.41; H 0.42; H 0.39; H 0.27; H 0.26; H 0.45; H 0.39; H 0.35; H 0.36; H 0.30; H 0.26; C -1.22; C 0.44; C -1.05; O -0.21; C -0.83; N 0.15; H 0.46; H 0.42; H 0.15; H 0.01; H 0.41; H 0.53; H 0.36; H 0.23; H 0.37; H 0.29; H 0.09

=====

No. 4
Molecular formula: C14H37BrMnN3O4
Method: DFT, ωB97M-V/def2-TZVPD

Its HOMO energy (alpha / beta) is -11.61 / -11.27 eV. The calculation puts the total energy at -129125.802 eV. The expectation value of S² is 8.77. The energy above the lowest of the compared OMol25 structures with the same formula, charge and spin comes out at 11.631 eV. For the LUMO energy (alpha / beta), the calculation gives -7.051 / -6.699 eV.

The geometry in ORCA input format:
```
! RIJCOSX wB97M-V def2-TZVPD def2/J DEFGRID3
* xyz 1 6
Mn 1.384 -0.948 0.644
Br 3.444 -4.299 -0.423
C 1.405 4.896 1.874
C 1.619 3.675 1.042
C 3.119 3.484 0.678
O 3.491 2.039 0.537
C 4.884 1.937 0.442
N 1.218 2.499 1.871
H 1.988 4.887 2.795
H 0.377 4.992 2.222
H 1.645 5.772 1.272
H 0.998 3.684 0.146
H 3.792 3.945 1.401
H 3.363 4.018 -0.241
H 5.183 2.536 -0.418
H 5.062 0.871 0.302
H 5.462 2.274 1.303
H 0.225 2.602 1.717
H 1.307 2.926 2.782
C -0.196 -1.294 -5.087
C 0.671 -0.139 -4.658
C 0.659 1.091 -5.564
O 1.479 2.080 -4.931
C 1.770 3.169 -5.740
N 0.333 0.261 -3.308
H 0.090 -2.273 -4.702
H -0.147 -1.357 -6.174
H -1.256 -1.330 -4.833
H 1.730 -0.356 -4.518
H -0.351 1.501 -5.564
H 0.974 0.976 -6.601
H 0.846 3.699 -5.970
H 2.276 2.987 -6.688
H 2.394 3.810 -5.117
H 0.663 1.185 -3.547
H -0.599 0.615 -3.469
C -6.865 -3.039 1.586
O -5.566 -3.545 1.041
C -4.484 -3.188 1.878
C -3.157 -2.887 1.212
N -2.100 -2.410 2.164
C -1.675 -3.436 3.114
C -0.656 -2.778 4.143
O 0.463 -2.229 3.483
C 1.513 -1.762 4.344
H -6.862 -1.958 1.446
H -6.901 -3.350 2.630
H -7.643 -3.523 0.996
H -4.426 -3.949 2.656
H -4.674 -2.254 2.406
H -3.448 -2.043 0.587
H -2.803 -3.714 0.597
H -2.560 -1.656 2.654
H -1.096 -4.233 2.647
H -2.514 -3.874 3.655
H -0.285 -3.499 4.871
H -1.271 -2.147 4.784
H 2.312 -1.406 3.693
H 1.821 -2.631 4.925
H 1.577 -0.904 5.013
*
```

Okay, here come the Mulliken numbers, in e, for every atom: Mn 1.21; Br -0.38; C -1.61; C 0.29; C -0.90; O -0.25; C -0.79; N -0.50; H 0.47; H 0.43; H 0.37; H 0.34; H 0.37; H 0.40; H 0.32; H 0.25; H 0.32; H 0.29; H 0.25; C -1.35; C 0.42; C -0.92; O -0.30; C -0.80; N -0.65; H 0.34; H 0.33; H 0.34; H 0.27; H 0.36; H 0.53; H 0.34; H 0.30; H 0.24; H 0.35; H 0.25; C -0.67; O -0.40; C -0.41; C -0.61; N -0.22; C -0.59; C -0.73; O -0.24; C -0.69; H 0.29; H 0.30; H 0.25; H 0.28; H 0.33; H 0.27; H 0.32; H 0.30; H 0.35; H 0.33; H 0.41; H 0.36; H 0.17; H 0.32; H 0.32